ORCA calculation (wB97M-V/def2-TZVPD) on a structure of composition C25H27AuN6SSi in a non-equilibrium geometry.

Results
F_max: 2.84 eV/A
Orbital gap (spin up / spin down): 5.093 / 5.095 eV
Calculated total energy: -57693.713 eV
Highest occupied orbital energy (spin up / spin down): -13.55 / -13.56 eV

```
! wB97M-V def2-TZVPD RIJCOSX def2/J DEFGRID3
* xyz 2 1
Au 0.74 -0.33 -0.06
N -3.73 -0.08 3.53
C -2.51 -0.47 3.14
N -1.76 0.19 2.31
C -2.21 1.38 1.82
N -1.56 2.04 0.91
N -0.53 1.76 0.20
C 0.11 2.68 -0.44
C 1.13 2.38 -1.40
C 1.61 3.37 -2.26
C 2.51 3.02 -3.26
C 2.90 1.70 -3.37
C 2.41 0.78 -2.46
N 1.56 1.11 -1.50
C -3.45 1.95 2.31
C -3.91 3.22 1.96
C -5.13 3.66 2.42
C -5.92 2.85 3.23
C -5.48 1.59 3.60
C -4.24 1.14 3.16
H -4.29 -0.67 4.15
H -2.13 -1.41 3.52
H -0.17 3.72 -0.31
H 1.26 4.39 -2.16
H 2.88 3.77 -3.95
H 3.56 1.37 -4.16
H 2.70 -0.26 -2.52
H -3.29 3.85 1.34
H -5.48 4.65 2.16
H -6.88 3.20 3.58
H -6.08 0.97 4.25
C -1.88 -4.41 -0.03
Si -1.35 -2.67 -0.66
C -2.87 -1.53 -0.67
C -0.54 -2.86 -2.38
C -0.15 -2.10 0.70
H -2.55 -4.85 -0.76
H -2.41 -4.31 0.91
H -1.03 -5.07 0.11
H -3.52 -1.73 -1.52
H -2.60 -0.48 -0.70
H -3.47 -1.69 0.22
H -1.23 -3.29 -3.09
H 0.32 -3.53 -2.34
H -0.20 -1.91 -2.77
H 0.63 -2.83 0.91
H -0.62 -1.83 1.64
S 4.40 -3.32 -1.31
C 2.90 -2.76 -0.71
N 2.86 -1.53 -0.30
C 4.08 -0.91 -0.43
C 4.43 0.38 -0.05
C 5.71 0.83 -0.29
C 6.65 0.01 -0.91
C 6.35 -1.28 -1.27
C 5.06 -1.74 -1.01
H 2.04 -3.40 -0.68
H 3.70 1.01 0.44
H 5.99 1.83 0.02
H 7.64 0.40 -1.11
H 7.07 -1.93 -1.73
*
```